C10H13NO2S in the gas phase in a non-equilibrium geometry. Source: the Open Molecules 2025 dataset; level of theory: wB97M-V/def2-TZVPD.

```
27
Properties=species:S:1:pos:R:3:nbo_charge:R:1
C -0.707 -1.633 2.187 -0.277
C 0.053 -0.800 3.063 -0.171
C -0.958 -1.258 0.820 -0.173
C 0.495 0.401 2.580 -0.266
C -0.393 -0.050 0.373 -0.153
C 0.257 0.794 1.233 0.205
C -1.362 1.580 -1.559 -0.431
C -1.800 0.174 -1.919 -0.418
C -0.560 0.396 -1.092 -0.294
C 1.620 -1.471 -1.083 -0.867
N 0.838 1.940 0.822 -0.786
O 2.060 1.111 -1.511 -0.937
O 0.956 -0.232 -3.248 -0.954
S 1.095 0.067 -1.856 2.155
H -1.275 -2.413 2.608 0.209
H 0.202 -1.218 4.097 0.224
H -1.514 -1.924 0.157 0.223
H 1.099 1.108 3.110 0.201
H -1.193 2.325 -2.293 0.243
H -2.035 1.825 -0.734 0.222
H -2.783 -0.170 -1.697 0.238
H -1.331 -0.083 -2.924 0.247
H 2.249 -1.237 -0.162 0.251
H 0.896 -2.063 -0.585 0.259
H 2.198 -1.867 -1.781 0.236
H 1.319 2.418 1.525 0.392
H 0.575 2.280 -0.131 0.423
```

Values from the calculation:
- SMILES string = CS(=O)(=O)C1(c2ccccc2N)CC1
- 2S+1 = 1
- LUMO (eV) = 0.8
- HOMO level (eV) = -7.94
- total charge = 0
- energy above the lowest of the compared OMol25 structures with the same formula, charge and spin (kcal per mole) = 76.1